## A
{
  "formula": "C4H5NO2",
  "method": "the ωB97M-V functional and the def2-TZVPD basis",
  "symbols": ["C", "O", "C", "N", "O", "C", "C", "H", "H", "H", "H", "H"],
  "xyz": [[-0.2442, -2.1539, -0.5281], [-0.7082, -0.8478, -0.9458], [-0.4449, 0.1802, -0.1040], [-0.7514, 0.2561, 1.1206], [-0.3354, 1.2491, 1.8255], [0.6040, 2.3516, 0.6206], [0.5713, 1.6654, -0.4788], [0.7975, -2.0899, -0.2002], [-0.8649, -2.5412, 0.2874], [-0.3178, -2.8228, -1.3933], [0.8014, 3.1664, 1.3060], [0.8927, 1.5866, -1.5099]],
  "spin_multiplicity": 1
}

## B
{
  "formula": "C4H5NO2",
  "method": "the ωB97M-V functional and the def2-TZVPD basis",
  "symbols": ["O", "C", "N", "C", "C", "C", "O", "H", "H", "H", "H", "H"],
  "xyz": [[1.3169, -1.5018, 2.1856], [0.3709, -0.9281, 1.7942], [-0.6716, -0.4120, 1.4559], [-0.9939, 0.4977, 0.3710], [-0.3872, 0.0513, -0.9549], [1.1196, 0.1564, -0.9379], [1.7090, 0.8199, -0.1209], [-0.6443, 1.5043, 0.6233], [-2.0808, 0.5385, 0.2759], [-0.6632, -0.9824, -1.1827], [-0.7415, 0.6721, -1.7926], [1.6660, -0.4160, -1.7170]],
  "spin_multiplicity": 1,
  "smiles": "O=C=NCCC=O"
}

## C
{
  "formula": "C4H5NO2",
  "method": "the ωB97M-V functional and the def2-TZVPD basis",
  "symbols": ["C", "C", "C", "O", "N", "C", "O", "H", "H", "H", "H", "H"],
  "xyz": [[-1.5168, -0.3496, -0.3214], [-0.0591, -0.0198, -0.0217], [0.4859, 1.3494, -0.0903], [1.6746, 1.5432, 0.0896], [0.9470, -1.0716, -0.2610], [1.0907, -0.6489, 0.9783], [1.6669, -0.6621, 2.0162], [-1.6505, -0.8073, -1.3133], [-1.9231, -1.0491, 0.4137], [-2.1453, 0.5503, -0.3167], [-0.2170, 2.1954, -0.1839], [1.6467, -1.0300, -0.9893]],
  "spin_multiplicity": 1,
  "smiles": "C[C@]1(C=O)NC1=O"
}

Most stable to least stable: B, C, A

## A
{
  "formula": "C5H10O3",
  "method": "the ωB97M-V functional and the def2-TZVPD basis",
  "symbols": ["C", "C", "C", "C", "C", "O", "O", "H", "H", "H", "H", "H", "H", "H", "H", "O", "H", "H"],
  "xyz": [[-2.1269, 0.3607, -2.2762], [-0.9058, 0.1480, -1.8130], [-0.5187, 0.3668, -0.3618], [0.0219, -0.9372, 0.2321], [1.5097, -1.0306, 0.4403], [2.3472, -0.8988, -0.4088], [1.8024, -1.2124, 1.7445], [-3.0090, 0.6878, -1.7281], [-2.4103, 0.1642, -3.3077], [-0.1800, -0.2241, -2.5113], [-1.4159, 0.6039, 0.1464], [0.2034, 1.1811, -0.4051], [-0.1998, -1.7609, -0.4580], [-0.5156, -1.2998, 1.0873], [2.7534, -1.2536, 1.9224], [-1.7297, 2.4306, 1.8549], [-1.7921, 3.3560, 2.1165], [-1.8155, 2.3721, 0.8958]],
  "spin_multiplicity": 1,
  "smiles": "C=CCCC(=O)O.O"
}

## B
{
  "formula": "C5H10O3",
  "method": "the ωB97M-V functional and the def2-TZVPD basis",
  "symbols": ["C", "C", "O", "C", "C", "O", "C", "O", "H", "H", "H", "H", "H", "H", "H", "H", "H", "H"],
  "xyz": [[0.2183, -6.5163, 0.5930], [0.5799, -5.3127, 1.4132], [1.1928, -5.4127, 2.4641], [0.1640, -3.9672, 0.8685], [0.2869, -2.8177, 1.8645], [1.6467, -2.6666, 2.3211], [-0.1229, -1.4875, 1.2532], [0.7644, -1.0158, 0.2742], [0.7613, -7.4019, 0.9411], [-0.8653, -6.6870, 0.6872], [0.4213, -6.3308, -0.4707], [0.7892, -3.7695, -0.0187], [-0.8692, -4.0455, 0.4958], [-0.3634, -3.0188, 2.7346], [1.9152, -3.5256, 2.6718], [-0.1849, -0.8163, 2.1446], [-1.1220, -1.5587, 0.8032], [0.8479, -1.6747, -0.4462]],
  "spin_multiplicity": 1,
  "smiles": "CC(=O)C[C@@H](O)CO"
}

## C
{
  "formula": "C5H10O3",
  "method": "the ωB97M-V functional and the def2-TZVPD basis",
  "symbols": ["C", "C", "C", "C", "C", "H", "H", "H", "H", "H", "H", "H", "H", "H", "H", "O", "O", "O"],
  "xyz": [[0.3299, 1.6929, -0.6958], [-0.6242, 1.0321, 0.2018], [-1.0063, -0.4808, -0.2621], [-0.6297, -1.5125, 0.7696], [0.0735, -1.5127, -0.6288], [1.5933, 0.2819, -0.8778], [-0.0174, 1.5500, -1.6666], [0.4243, 2.7667, -0.5905], [-1.4025, 1.7522, 0.1873], [0.9006, 1.4342, 1.4789], [-1.9926, -0.6898, -0.8231], [-1.3008, -2.3479, 0.8151], [-0.1852, -0.9765, 1.6095], [-0.7062, -2.6099, -1.0977], [1.5326, -1.2954, 1.1281], [1.5883, 1.2776, -0.3890], [-0.0297, 0.8368, 1.5702], [1.4521, -1.1988, -0.7291]],
  "spin_multiplicity": 1
}

Most stable to least stable: B, A, C

## A
{
  "formula": "C9H14O",
  "method": "the ωB97M-V functional and the def2-TZVPD basis",
  "symbols": ["C", "C", "C", "C", "C", "O", "C", "C", "H", "H", "H", "H", "H", "H", "H", "H", "C", "C", "H", "H", "H", "H", "H", "H"],
  "xyz": [[0.0454, -2.5584, 1.7672], [-0.3673, -1.2778, 1.1940], [0.1067, -0.8760, -0.0569], [-0.5120, 0.2154, -0.6819], [-1.4434, 0.9416, 0.0158], [-2.0092, 2.1467, -0.3608], [-1.7283, 0.7139, 1.3601], [-1.2417, -0.4485, 1.8989], [0.9990, -2.6759, 2.2620], [0.0536, -3.4191, 1.1045], [-0.7013, -2.8758, 2.4981], [0.8005, -1.3910, -0.6517], [-0.1300, 0.4118, -1.6306], [-1.8942, 2.2269, -1.3884], [-2.3739, 1.3708, 1.9713], [-1.3956, -0.7636, 2.9485], [2.5899, -0.1076, -2.1716], [3.1266, 1.2540, -1.9595], [2.3370, -0.3426, -3.2176], [3.2987, -0.9622, -2.0432], [1.7570, -0.5085, -1.5243], [2.3297, 1.9251, -2.2253], [3.4365, 1.4917, -0.9269], [3.9612, 1.4608, -2.6473]],
  "spin_multiplicity": 1,
  "smiles": "Cc1ccc(O)cc1.CC"
}

## B
{
  "formula": "C9H14O",
  "method": "the ωB97M-V functional and the def2-TZVPD basis",
  "symbols": ["C", "C", "C", "C", "C", "O", "C", "C", "H", "H", "H", "H", "H", "H", "H", "H", "C", "C", "H", "H", "H", "H", "H", "H"],
  "xyz": [[-2.7485, -1.2453, 1.1096], [-1.8597, -0.1082, 0.8374], [-0.8220, 0.2944, 1.7035], [0.0038, 1.3080, 1.3053], [-0.1078, 2.0068, 0.0842], [0.6732, 3.0068, -0.2965], [-1.0336, 1.5788, -0.9065], [-1.9307, 0.5316, -0.3910], [-2.5068, -2.2710, 0.7512], [-3.7724, -1.0601, 0.8326], [-3.0579, -1.2314, 2.1557], [-0.6751, -0.0564, 2.6867], [0.9218, 1.2833, 1.8200], [1.3298, 3.4481, 0.2360], [-1.1082, 1.8043, -1.9256], [-2.6837, 0.3207, -1.1702], [2.5428, -0.5360, -0.8533], [2.3180, -1.9325, -1.3527], [1.7643, 0.2354, -1.0886], [2.8592, -0.4890, 0.2306], [3.3929, -0.0095, -1.2380], [1.3135, -1.9481, -1.9235], [2.2095, -2.6536, -0.5269], [2.9778, -2.2772, -2.0800]],
  "spin_multiplicity": 1,
  "smiles": "Cc1ccc(O)cc1.CC"
}

## C
{
  "formula": "C9H14O",
  "method": "the ωB97M-V functional and the def2-TZVPD basis",
  "symbols": ["C", "C", "C", "C", "C", "O", "C", "C", "H", "H", "H", "H", "H", "H", "H", "H", "C", "C", "H", "H", "H", "H", "H", "H"],
  "xyz": [[2.6794, 1.4581, -0.0374], [1.2137, 1.2723, -0.0964], [0.4826, 1.6415, -1.2887], [-0.9359, 1.2529, -1.2498], [-1.3946, 0.7588, -0.0498], [-2.6611, 0.3043, -0.1927], [-0.6472, 0.4959, 1.1430], [0.7006, 0.6650, 1.0835], [3.0723, 1.7194, -1.1184], [3.1708, 0.4548, 0.2174], [3.2293, 2.0760, 0.6156], [0.9310, 2.0677, -2.1552], [-1.4766, 1.2576, -2.0269], [-3.0188, -0.3296, 0.4541], [-1.0612, 0.1689, 2.0832], [1.4561, 0.4790, 1.9392], [-0.0348, -3.6805, 0.6781], [0.3384, -2.5110, -0.2022], [-0.7015, -4.2312, 0.1566], [0.8471, -4.2862, 0.8131], [-0.3650, -3.4522, 1.7482], [0.5824, -2.6265, -1.1277], [0.8072, -1.8378, 0.4611], [-0.5974, -2.0119, -0.4012]],
  "spin_multiplicity": 1,
  "smiles": "Cc1ccc(O)cc1.CC"
}

## D
{
  "formula": "C9H14O",
  "method": "the ωB97M-V functional and the def2-TZVPD basis",
  "symbols": ["C", "C", "C", "C", "C", "O", "C", "C", "H", "H", "H", "H", "H", "H", "H", "H", "C", "C", "H", "H", "H", "H", "H", "H"],
  "xyz": [[-0.6179, 2.8409, 1.7119], [-0.7788, 1.3476, 1.5936], [0.2276, 0.4857, 2.0319], [0.1203, -0.8667, 1.7399], [-1.0404, -1.4165, 1.2273], [-1.0245, -2.7669, 0.9941], [-2.0522, -0.5688, 0.7972], [-1.8642, 0.8054, 0.9158], [0.3863, 3.1191, 1.3971], [-0.8308, 3.1924, 2.7217], [-1.3092, 3.4396, 1.1074], [1.0144, 0.8918, 2.6568], [0.9738, -1.5064, 1.8466], [-1.8468, -3.0221, 0.5492], [-2.9531, -0.9007, 0.2860], [-2.6221, 1.4934, 0.5767], [1.7073, -0.6477, -3.5272], [1.8492, -0.9410, -2.0191], [0.6855, -0.4738, -3.7346], [2.3115, 0.2294, -3.7892], [2.1681, -1.3990, -4.1713], [2.0335, -2.0134, -1.8559], [0.8531, -0.9442, -1.5615], [2.6095, -0.3781, -1.4945]],
  "spin_multiplicity": 1,
  "smiles": "Cc1ccc(O)cc1.CC"
}

Most stable to least stable: D, A, B, C

## A
{
  "formula": "C9H14O",
  "method": "the ωB97M-V functional and the def2-TZVPD basis",
  "symbols": ["C", "C", "C", "C", "C", "O", "C", "C", "H", "H", "H", "H", "H", "H", "H", "H", "C", "C", "H", "H", "H", "H", "H", "H"],
  "xyz": [[-0.3862, -2.9670, -0.0859], [-0.7433, -1.5813, 0.1832], [-0.7942, -0.9476, 1.3875], [-0.9888, 0.4337, 1.5429], [-1.2212, 1.1286, 0.3487], [-1.2314, 2.5155, 0.4025], [-1.1971, 0.5670, -0.9226], [-1.0735, -0.8213, -1.0280], [-0.4916, -3.6955, 0.7441], [0.6768, -3.0513, -0.2635], [-0.8305, -3.5885, -0.9260], [-0.4416, -1.6985, 2.2335], [-1.2213, 0.9176, 2.5205], [-1.0229, 2.6940, 1.3115], [-1.5374, 1.2641, -1.8724], [-1.0090, -1.4538, -1.8754], [2.6359, 0.2131, -1.1736], [3.3922, 1.2924, -0.3751], [1.8014, -0.0942, -0.4838], [1.9559, 0.5680, -2.0371], [3.3195, -0.6102, -1.4187], [3.0590, 1.3878, 0.6611], [3.3888, 2.2922, -0.9276], [4.4607, 1.0393, -0.1493]],
  "spin_multiplicity": 1,
  "smiles": "Cc1ccc(O)cc1.CC"
}

## B
{
  "formula": "C9H14O",
  "method": "the ωB97M-V functional and the def2-TZVPD basis",
  "symbols": ["C", "C", "C", "C", "C", "O", "C", "C", "H", "H", "H", "H", "H", "H", "H", "H", "C", "C", "H", "H", "H", "H", "H", "H"],
  "xyz": [[1.9610, -1.3276, 0.9904], [0.6967, -1.4922, 0.2093], [-0.5051, -1.0531, 0.7690], [-1.7216, -1.1256, 0.1027], [-1.7301, -1.5094, -1.2460], [-2.9323, -1.5265, -1.8640], [-0.5413, -1.8726, -1.8499], [0.6401, -1.8790, -1.1190], [2.3138, -2.1890, 1.5834], [1.9100, -0.5502, 1.7561], [2.8532, -1.1269, 0.4037], [-0.5125, -0.7340, 1.8046], [-2.6149, -0.8741, 0.6456], [-2.8694, -1.7341, -2.7940], [-0.5223, -2.2132, -2.8793], [1.5476, -2.1147, -1.6493], [0.4808, 2.2933, 0.9937], [0.0262, 3.5728, 0.2532], [1.2675, 2.4636, 1.7308], [-0.3656, 1.8547, 1.5225], [0.8547, 1.5564, 0.2846], [-0.3735, 3.2605, -0.7057], [0.8600, 4.2670, 0.1770], [-0.7230, 4.0537, 0.8806]],
  "spin_multiplicity": 1,
  "smiles": "Cc1ccc(O)cc1.CC"
}

Most stable to least stable: B, A

## A
{
  "formula": "CHNO2S",
  "method": "the ωB97M-V functional and the def2-TZVPD basis",
  "symbols": ["O", "N", "O", "C", "S", "H"],
  "xyz": [[0.1502, 1.7395, 0.1814], [-0.3955, 0.6498, 0.0560], [-1.5808, 0.4907, -0.1326], [0.4380, -0.5842, 0.0209], [-0.1361, -2.1024, -0.0085], [1.5242, -0.1933, -0.1171]],
  "spin_multiplicity": 1,
  "smiles": "O=[N+]([O-])C=S"
}

## B
{
  "formula": "CHNO2S",
  "method": "the ωB97M-V functional and the def2-TZVPD basis",
  "symbols": ["N", "C", "O", "H", "O", "S"],
  "xyz": [[1.6062, -0.2316, -0.1439], [0.6011, -0.8508, 0.0081], [-0.2390, -1.6436, 0.0682], [1.8691, 0.7179, -0.0200], [-1.2454, 1.2642, 0.1878], [-2.5921, 0.7440, -0.1002]],
  "spin_multiplicity": 1,
  "smiles": "N=C=O.O=S"
}

Most stable to least stable: B, A